Below is a molecular structure, C51H56As2CdN2O5SSi, with properties calculated with ωB97M-V/def2-TZVPD.

The geometry in XYZ format:
```
119
Properties=species:S:1:pos:R:3:forces:R:3
Cd -1.70390 0.66032 1.06565 0.37 0.17 -0.33
O -3.47280 0.01376 4.00487 -0.07 -0.07 0.09
S -3.24349 -0.86212 2.86217 -0.08 -0.01 0.13
O -3.84284 -2.18248 3.00194 0.01 -0.08 -0.03
O -3.72115 -0.18353 1.58946 -0.24 -0.07 0.03
O -1.72970 -0.99345 2.63406 0.03 0.07 0.03
C 1.94151 -6.52902 3.00188 0.02 -0.01 -0.01
C 1.04605 -5.53014 2.31739 0.00 -0.02 0.01
C -0.25568 -5.84840 1.96727 0.02 0.01 0.00
C -1.07837 -4.92926 1.32264 0.04 0.01 -0.10
C -2.49870 -5.32287 1.01907 -0.06 -0.02 -0.04
C -0.59037 -3.65924 0.97845 0.04 -0.01 -0.04
As -1.93895 -2.48457 0.09305 0.00 0.09 0.09
N -1.13811 -0.91376 -0.46569 -0.05 0.07 0.03
C -0.29247 -0.87069 -1.52771 0.00 0.03 0.09
C -0.16283 0.30218 -2.31448 0.01 -0.06 0.04
C 0.66118 0.36115 -3.42005 -0.05 0.01 -0.16
C 1.41302 -0.74126 -3.82579 0.01 -0.01 -0.07
C 1.31807 -1.90042 -3.06493 0.06 -0.02 0.01
C 0.51641 -1.95774 -1.93982 0.00 -0.04 -0.03
C -2.20702 -3.27457 -1.74945 -0.10 0.04 -0.06
C -3.33797 -2.68292 -2.36549 0.05 -0.05 0.04
C -4.15595 -1.59605 -1.71002 -0.01 0.01 0.06
C -3.72931 -3.07621 -3.64108 0.02 0.00 0.01
C -3.04885 -4.05105 -4.35269 -0.01 -0.01 -0.01
C -3.47121 -4.44694 -5.74250 -0.01 -0.01 -0.02
C -1.95361 -4.63317 -3.74494 0.02 0.01 -0.03
C -1.52120 -4.26213 -2.47177 -0.01 -0.04 0.05
C -0.29428 -4.99551 -1.98541 -0.02 -0.15 0.08
C 0.68152 -3.28380 1.44413 -0.02 -0.07 0.01
C 1.20480 -1.87839 1.37058 0.10 0.04 -0.06
C 1.48416 -4.23802 2.06608 -0.04 0.03 0.06
H 1.44666 -7.49653 3.09775 0.00 -0.01 0.00
H 2.21823 -6.19392 4.00441 0.00 0.01 0.01
H 2.86831 -6.67954 2.44228 0.00 0.00 0.00
H -0.65081 -6.83135 2.20786 -0.01 -0.01 0.00
H -2.71121 -6.31582 1.41914 -0.01 -0.01 0.00
H -2.69760 -5.33903 -0.05565 0.00 -0.01 -0.02
H -3.19394 -4.60728 1.46722 0.00 0.02 0.02
H -0.74733 1.16547 -2.03069 -0.01 0.01 0.01
H 0.70815 1.28270 -3.99470 0.01 -0.11 0.03
H 2.04393 -0.69484 -4.70495 0.00 0.00 -0.02
H 1.89262 -2.78029 -3.34252 0.01 0.00 0.00
H 0.48376 -2.87108 -1.36259 0.08 0.30 -0.03
H -4.47197 -1.85536 -0.69816 0.01 0.00 0.00
H -5.04106 -1.38429 -2.31355 0.02 0.02 0.01
H -3.57674 -0.67659 -1.60740 0.03 0.01 0.00
H -4.59394 -2.59704 -4.09019 -0.02 0.01 -0.01
H -4.38397 -3.92684 -6.03519 -0.01 0.00 0.00
H -3.65828 -5.52121 -5.81341 0.00 -0.01 0.00
H -2.69805 -4.20116 -6.47449 0.01 0.00 0.00
H -1.38930 -5.39394 -4.27847 0.01 -0.03 -0.03
H 0.49088 -4.93841 -2.74312 0.01 -0.01 -0.02
H -0.52231 -6.05378 -1.82883 -0.01 -0.02 0.03
H 0.10457 -4.60740 -1.05597 -0.08 -0.16 0.04
H 0.46940 -1.18341 1.76494 -0.06 0.04 0.06
H 1.43269 -1.57079 0.35134 -0.02 0.03 -0.04
H 2.11731 -1.79571 1.96671 0.01 0.01 -0.03
H 2.47504 -3.93916 2.39940 0.00 0.00 0.00
O 0.64514 1.45421 0.35296 -0.14 0.17 -0.05
As 2.13103 2.03602 0.01037 0.10 -0.14 0.09
C 2.31473 2.84910 -1.72665 0.05 0.02 0.01
C 3.57428 2.99544 -2.29778 -0.04 -0.01 -0.01
C 3.70759 3.63771 -3.51997 -0.02 -0.01 -0.03
C 2.58224 4.12928 -4.16822 0.03 0.00 0.00
C 1.32582 3.97147 -3.60106 -0.03 0.04 0.02
C 1.18874 3.32706 -2.38078 -0.02 0.11 0.06
C 2.59380 3.38902 1.29634 -0.01 -0.03 0.03
C 1.62724 3.61173 2.26634 -0.07 0.00 0.00
C 1.84064 4.57234 3.24798 0.00 -0.03 -0.01
C 3.01829 5.30320 3.24203 0.01 0.02 0.01
C 3.98293 5.08475 2.26227 0.02 0.02 0.01
C 3.77394 4.12639 1.28353 0.00 -0.03 -0.02
C 3.48277 0.67047 0.04833 0.02 0.07 -0.04
C 3.48959 -0.24890 -0.99513 -0.08 -0.02 0.01
C 4.34412 -1.33836 -0.94095 0.03 0.00 0.02
C 5.19002 -1.50316 0.14772 0.00 -0.02 -0.02
C 5.18381 -0.58200 1.18487 0.02 0.02 0.04
C 4.32540 0.50784 1.13893 0.00 0.02 0.08
H 4.44955 2.58710 -1.80394 -0.02 0.01 0.01
H 4.68650 3.74515 -3.96973 0.01 0.00 -0.01
H 2.68476 4.62726 -5.12440 0.00 0.00 -0.01
H 0.44587 4.34047 -4.11296 0.00 0.00 0.00
H 0.20948 3.17763 -1.94120 0.06 0.03 0.01
H 0.70302 3.04534 2.23553 0.02 0.00 0.02
H 1.07849 4.73342 4.00016 -0.02 0.00 0.02
H 3.19019 6.05406 4.00389 0.00 0.01 0.01
H 4.89751 5.66559 2.26226 0.00 0.00 0.00
H 4.52322 3.96252 0.51668 0.00 -0.02 -0.01
H 2.80357 -0.14202 -1.82933 0.01 0.00 -0.01
H 4.32514 -2.07087 -1.73703 -0.01 -0.01 -0.03
H 5.84556 -2.36389 0.19563 0.01 -0.01 0.01
H 5.83133 -0.72290 2.04121 0.01 0.00 0.01
H 4.29559 1.21404 1.96134 0.01 0.00 -0.01
C -0.88217 4.99234 -0.02840 -0.05 -0.07 0.06
Si -2.33136 3.87580 0.49537 0.00 0.14 -0.05
C -2.92055 2.88731 -0.99802 0.06 0.03 0.05
C -3.74763 5.10679 0.79129 0.08 -0.02 -0.03
N -1.89809 2.79483 1.73010 -0.13 -0.35 -0.01
C -1.68659 3.07879 3.05545 0.18 0.13 -0.10
C -1.92841 4.34885 3.62077 0.03 0.14 -0.04
C -1.62207 4.64078 4.94107 -0.02 0.07 0.04
C -1.06424 3.68460 5.77556 0.01 0.01 0.07
C -0.84232 2.41376 5.24857 -0.02 0.04 0.01
C -1.14033 2.11892 3.93522 -0.02 -0.14 -0.01
H -1.02205 5.40413 -1.03221 -0.01 0.03 -0.02
H 0.06112 4.44336 -0.00861 -0.02 0.01 -0.01
H -0.77979 5.83183 0.66468 0.01 0.01 0.03
H -2.81576 3.46157 -1.92321 -0.03 0.03 -0.01
H -3.97309 2.62246 -0.87782 -0.03 0.00 0.03
H -2.38079 1.95155 -1.13504 0.06 -0.07 -0.06
H -3.99959 5.55823 -0.17414 -0.03 0.01 -0.02
H -3.46924 5.91624 1.46730 -0.03 0.04 -0.01
H -4.64439 4.62537 1.18260 -0.01 -0.07 0.04
H -2.37235 5.12449 3.00967 0.04 -0.02 0.01
H -1.83262 5.63685 5.31968 0.00 0.00 0.00
H -0.84205 3.90752 6.81260 0.01 0.00 -0.01
H -0.45296 1.62325 5.87893 0.02 -0.01 0.01
H -0.99759 1.10076 3.59131 -0.02 -0.03 -0.03
```
Positions in Å, forces in eV/Å.

Its total charge is -2. The calculation puts the maximum force at 0.5 eV/A. The orbital gap is 5.70 eV.

Atomic partial charges in e from the Löwdin method, atoms 1 to 99: 1.377 -0.386 0.188 -0.403 -0.544 -0.561 -0.073 -0.289 -0.034 -0.296 -0.076 -0.279 1.343 -0.298 -0.423 -0.070 -0.131 -0.153 -0.128 -0.085 -0.245 -0.273 -0.095 -0.035 -0.291 -0.071 -0.041 -0.273 -0.071 -0.251 -0.054 -0.028 0.063 0.072 0.069 0.102 0.068 0.063 0.069 0.061 0.085 0.079 0.093 0.059 0.058 0.066 0.060 0.101 0.064 0.069 0.072 0.112 0.075 0.084 0.041 0.043 0.048 0.073 0.107 -0.501 1.190 -0.279 -0.099 -0.091 -0.094 -0.082 -0.111 -0.295 -0.074 -0.044 -0.089 -0.104 -0.107 -0.293 -0.091 -0.068 -0.091 -0.095 -0.094 0.100 0.095 0.095 0.107 0.089 0.075 0.095 0.096 0.092 0.096 0.083 0.103 0.096 0.097 0.102 -0.172 0.349 -0.190 -0.195 -0.160